No. 1
The following is a DFT calculation (ωB97M-V/def2-TZVPD) of a single C27H31N5O3 molecule at a distorted geometry.

The value obtained for the HOMO energy is -8.1 eV. The net charge is 0. The calculation puts the frontier orbital gap at 0.3095 Eh. As for the LUMO energy: 0.3 eV.

Last column: Mulliken charge in e.
Element x y z (Å)
C -2.30 -4.64 -2.29  -1.425
C -2.58 -3.40 -3.08  0.860
C -3.89 -3.08 -3.40  -0.876
C -4.20 -1.93 -4.12  -0.638
C -3.18 -1.09 -4.53  -0.818
C -1.87 -1.40 -4.22  -0.343
C -1.56 -2.55 -3.50  1.413
C -0.11 -2.85 -3.17  -1.752
N 0.61 -1.66 -2.77  0.252
C 0.57 -1.13 -1.51  -0.018
C 1.25 0.09 -1.49  0.724
C 1.31 0.79 -0.27  -0.266
N 0.76 0.32 0.80  -0.840
N 0.13 -0.86 0.77  0.484
C 0.00 -1.70 -0.32  0.828
O -0.51 -2.81 -0.21  -0.778
C -0.49 -1.24 2.03  -0.900
H 0.27 -1.26 2.82  0.254
H -0.92 -2.23 1.88  0.430
C -1.60 -0.24 2.36  0.656
O -2.74 -0.38 1.97  -0.700
N -1.18 0.80 3.10  0.067
H -0.21 0.95 3.33  0.021
C -2.04 1.92 3.41  -0.826
C -1.29 3.24 3.23  -0.565
C -0.18 3.41 4.27  -0.900
N 0.88 2.42 4.11  0.496
C 1.85 2.82 3.10  -0.801
C 2.88 1.70 2.92  -0.480
O 3.53 1.39 4.13  -0.462
C 2.59 1.02 5.11  -0.565
C 1.57 2.13 5.35  -0.714
H 0.84 1.79 6.10  0.384
H 2.09 3.02 5.75  0.385
H 3.15 0.81 6.02  0.371
H 2.06 0.10 4.79  0.221
H 3.67 2.02 2.23  0.392
H 2.38 0.82 2.52  0.195
H 1.34 2.98 2.15  0.350
H 2.37 3.75 3.40  0.426
H -0.62 3.28 5.26  0.451
H 0.22 4.43 4.22  0.346
H -2.00 4.06 3.34  0.374
H -0.88 3.27 2.22  0.239
H -2.91 1.86 2.75  0.452
H -2.39 1.83 4.45  0.251
H 1.82 1.73 -0.16  0.482
C 1.73 0.31 -2.81  -0.148
C 2.48 1.33 -3.41  -0.448
C 2.78 1.22 -4.75  -0.747
C 2.35 0.12 -5.50  -0.681
C 1.61 -0.90 -4.93  -0.418
C 1.30 -0.80 -3.58  0.266
H 1.28 -1.74 -5.52  0.391
H 2.60 0.06 -6.55  0.409
H 3.35 1.99 -5.24  0.386
H 2.81 2.18 -2.83  0.487
H -0.05 -3.56 -2.35  0.477
H 0.39 -3.27 -4.05  0.415
H -1.09 -0.74 -4.54  0.345
H -3.41 -0.19 -5.09  0.415
H -5.23 -1.70 -4.35  0.382
H -4.69 -3.73 -3.08  0.350
H -3.22 -5.18 -2.08  0.404
H -1.63 -5.31 -2.83  0.358
H -1.83 -4.37 -1.34  0.220

***

No. 2
The following is a DFT calculation (ωB97M-V/def2-TZVPD) of a molecular structure, C27H31N5O4PPtS.

The value obtained for the HOMO energy is -11.4 eV. The net charge is +1. The calculation puts the frontier orbital gap at 0.2941 Eh. As for the LUMO energy: -3.4 eV.

Last column: Mulliken charge in e.
Element x y z (Å)
Pt 0.11 0.35 -0.68  0.848
S 5.21 5.76 -0.20  0.181
N 5.40 4.16 -0.14  -0.676
C 4.21 3.63 -0.35  0.873
C 3.91 2.21 -0.38  0.406
C 4.86 1.20 -0.21  -0.676
C 4.45 -0.11 -0.26  -0.869
C 3.10 -0.40 -0.45  -0.141
N 2.19 0.56 -0.60  -0.424
C 2.58 1.84 -0.59  -0.080
C 1.54 2.83 -0.82  0.314
N 0.29 2.36 -1.06  -0.112
C -0.67 3.24 -1.33  -0.388
C -0.47 4.61 -1.32  -0.961
C 0.78 5.11 -1.05  -0.743
C 1.82 4.20 -0.81  0.357
C 3.19 4.59 -0.55  0.905
N 3.63 5.84 -0.49  -0.679
H 5.90 1.46 -0.05  0.554
H 5.15 -0.93 -0.15  0.494
H 2.73 -1.42 -0.48  0.362
H -1.63 2.82 -1.58  0.666
H -1.30 5.27 -1.53  0.474
H 0.99 6.17 -1.03  0.555
C -3.70 2.52 -0.38  -1.448
C -3.42 1.08 0.05  -0.366
P -2.16 0.02 -0.77  0.122
C -2.63 -0.06 -2.53  -0.603
C -3.99 -0.69 -2.85  -1.335
C -2.57 -1.61 -0.03  -0.084
C -4.00 -1.91 0.41  -1.648
H -4.70 2.80 -0.04  0.403
H -3.70 2.65 -1.46  0.356
H -3.01 3.23 0.07  0.317
H -4.33 0.50 -0.09  0.547
H -3.20 1.04 1.12  0.493
H -1.82 -0.61 -3.01  0.450
H -2.58 0.96 -2.91  0.445
H -4.01 -1.75 -2.58  0.293
H -4.19 -0.62 -3.92  0.424
H -4.81 -0.19 -2.34  0.319
H -1.88 -1.74 0.81  0.198
H -2.25 -2.35 -0.78  0.388
H -4.32 -1.27 1.23  0.343
H -4.05 -2.94 0.76  0.432
H -4.72 -1.80 -0.40  0.313
O 0.27 -2.19 -2.08  -0.626
C 0.32 -2.45 -0.89  0.304
O 0.28 -1.51 0.04  -0.452
C 0.42 -3.84 -0.36  0.552
C 0.56 -4.89 -1.26  -0.524
C 0.65 -6.19 -0.79  -0.679
C 0.58 -6.45 0.57  -0.440
C 0.43 -5.40 1.47  -0.862
C 0.36 -4.10 1.01  -0.049
H 0.61 -4.66 -2.31  0.471
H 0.76 -7.01 -1.49  0.413
H 0.64 -7.47 0.93  0.399
H 0.38 -5.61 2.53  0.419
H 0.24 -3.27 1.70  0.377
N 1.07 -0.76 4.36  -0.627
C 1.69 0.49 3.96  -0.259
C 0.97 1.10 2.76  0.330
O 1.42 2.00 2.09  -0.576
O -0.22 0.56 2.52  -0.287
H 1.00 -0.86 5.36  0.210
H 1.58 -1.57 4.00  0.194
H -0.30 -0.19 3.15  0.421
H 2.75 0.42 3.70  0.295
H 1.62 1.22 4.76  0.397

***

No. 3
The following is a DFT calculation (ωB97M-V/def2-TZVPD) of a molecular structure, C27H31NO7SV at a distorted geometry.

The value obtained for the HOMO energy (spin up / spin down) is -6.6 / -7.3 eV. The net charge is 0. The calculation puts the frontier orbital gap (spin up / spin down) at 0.2473 / 0.2751 Eh. As for the LUMO energy (spin up / spin down): 0.1 / 0.1 eV. As for the spin multiplicity: 4.

Last column: Mulliken charge in e.
Element x y z (Å)
V -1.57 0.55 0.56  0.647
C -0.71 3.17 -1.34  -0.754
C 0.44 3.23 -0.38  -0.755
O 0.55 1.98 0.29  0.539
C 1.70 1.95 1.13  -0.924
C 1.93 0.55 1.65  -0.325
O 0.73 -0.04 2.09  0.062
C 0.57 -0.33 3.47  -1.322
C -0.91 1.79 3.57  -1.379
O -2.68 1.99 1.90  -0.534
C -2.22 3.34 1.58  0.014
C -2.58 3.60 0.15  -0.796
O -1.92 2.72 -0.74  -0.240
H -0.51 2.46 -2.14  0.149
H -0.85 4.16 -1.79  0.444
H 0.33 4.03 0.36  0.376
H 1.35 3.44 -0.94  0.513
H 1.57 2.67 1.95  0.347
H 2.58 2.25 0.55  0.547
H 2.68 0.60 2.45  0.520
H 2.33 -0.08 0.85  -0.059
H 1.52 -0.66 3.89  0.424
H -0.13 -1.16 3.52  0.474
H -0.31 2.52 3.04  0.569
H -1.56 2.31 4.27  0.328
H -1.15 3.43 1.74  -0.181
H -2.73 4.03 2.24  0.436
H -2.35 4.65 -0.09  0.466
H -3.65 3.45 0.01  0.378
S -3.20 -0.87 1.54  -0.527
C -2.54 -0.09 2.97  0.089
C -2.64 -0.52 4.24  -0.298
C -1.88 -0.24 5.47  -0.339
C -0.67 0.30 5.55  -1.016
C 0.02 0.84 4.32  0.224
N -1.71 1.08 2.57  0.975
H -3.32 -1.37 4.32  0.385
H -2.32 -0.64 6.38  0.412
H -0.17 0.36 6.51  0.432
H 0.86 1.46 4.64  0.543
O 1.05 -1.64 -0.67  -0.480
C 0.59 -1.54 -2.01  2.580
C -0.40 -0.38 -2.15  -0.449
O -0.54 0.21 -3.20  -0.642
O -1.15 -0.18 -1.09  -0.401
C -0.12 -2.84 -2.42  -0.705
C 0.50 -4.05 -2.12  -0.190
C -0.09 -5.25 -2.47  -0.880
C -1.32 -5.26 -3.12  -0.363
C -1.95 -4.06 -3.42  -0.998
C -1.35 -2.85 -3.07  0.024
C 1.83 -1.30 -2.88  -0.140
C 1.74 -1.43 -4.27  -0.280
C 2.84 -1.17 -5.07  -0.952
C 4.05 -0.77 -4.50  -0.408
C 4.14 -0.66 -3.12  -0.902
C 3.04 -0.92 -2.32  -0.182
H 0.27 -1.61 -0.10  0.375
H 1.46 -4.03 -1.61  0.467
H 0.41 -6.18 -2.23  0.397
H -1.79 -6.20 -3.38  0.396
H -2.91 -4.06 -3.92  0.422
H -1.85 -1.92 -3.31  0.458
H 0.81 -1.74 -4.72  0.468
H 2.76 -1.27 -6.14  0.389
H 4.91 -0.57 -5.13  0.395
H 5.08 -0.37 -2.67  0.416
H 3.12 -0.84 -1.24  0.341

***

These records have energy relative to the best compared isomer or geometry (same formula, charge and spin) values of 7.63; 0.00; 95.92 kcal per mole, in the order they appear.